Entry 1:
Formula: C18H15I2N3
Source: OMol25
Level of theory: the ωB97M-V functional and the def2-TZVPD basis

The geometry in XYZ format:
```
38
Properties=species:S:1:pos:R:3:lowdin_charge:R:1
C -3.38476 -1.61705 -7.03619 -0.154
C -2.42839 -1.38331 -5.80826 -0.716
I -0.31437 -1.59695 -6.15427 0.913
C -2.90836 -1.08461 -4.57024 -0.735
I -5.03339 -0.87908 -4.14746 0.937
N -2.04328 -0.89528 -3.38398 -0.137
C -1.86417 0.41012 -2.96421 0.011
C -1.05958 0.66116 -1.77722 0.067
C -0.43545 -0.45905 -1.02005 -0.109
C 0.35590 -0.07863 0.24689 -0.113
C 1.66973 0.57560 0.27501 0.068
C 2.29429 0.92176 1.56825 0.057
N 1.68693 0.64857 2.76541 -0.004
C 2.26295 1.01501 4.08311 -0.271
C 1.49112 1.96401 4.87674 0.018
C 2.03716 2.30699 6.21880 0.002
C 3.31544 1.65616 6.60310 0.003
C 3.91947 0.74210 5.62384 -0.091
N 3.44044 0.41576 4.39026 0.120
C 0.45349 -0.00602 2.79190 0.043
C -0.26086 -0.39617 1.57367 0.073
C -0.62833 -1.81913 -1.54026 0.078
C -1.46102 -1.98266 -2.75043 0.015
H -2.83785 -1.40167 -7.98836 0.077
H -4.33281 -1.02462 -6.97402 0.044
H -3.69286 -2.70520 -6.96956 0.108
H -2.31419 1.29300 -3.48864 0.164
H -0.93282 1.71605 -1.43798 0.136
H 2.14086 0.82194 -0.70899 0.138
H 3.28151 1.43770 1.51756 0.162
H 0.52128 2.40731 4.52583 0.123
H 1.51768 3.03519 6.89733 0.123
H 3.74030 1.89455 7.60808 0.120
H 4.87771 0.24218 5.93439 0.129
H 0.01319 -0.23013 3.79822 0.161
H -1.24910 -0.92021 1.63316 0.138
H -0.18384 -2.69418 -1.00836 0.140
H -1.65400 -2.99123 -3.20306 0.161
```

Results
**Total charge**: +2
**HOMO-LUMO gap**: 6.93 eV


Entry 2:
Formula: C5H9NO
Source: OMol25
Level of theory: the ωB97M-V functional and the def2-TZVPD basis

The geometry in XYZ format:
```
16
Properties=species:S:1:pos:R:3:lowdin_charge:R:1
C 1.91636 -0.42133 0.47281 -0.059
C 1.08511 0.59749 -0.29870 -0.233
C 0.00184 -0.05273 -1.18880 -0.107
N -1.00140 0.38981 -0.21949 -0.087
C -2.18904 -0.30462 0.22260 -0.036
C -0.09251 1.05354 0.57382 -0.455
O -0.21447 1.63874 1.62256 0.090
H 1.25895 -1.07510 1.05812 0.089
H 2.59100 0.06774 1.17965 0.083
H 2.49890 -1.05587 -0.20146 0.079
H 1.69749 1.37107 -0.76445 0.139
H -0.13896 0.39660 -2.17729 0.114
H 0.08421 -1.14058 -1.28955 0.119
H -1.97999 -0.86283 1.14386 0.092
H -2.99631 0.39821 0.42136 0.084
H -2.52122 -1.00013 -0.55503 0.088
```

Results
**SMILES**: C[C@H]1CN(C)C1=O
**HOMO-LUMO gap**: 10.22 eV
**ΔE to the lowest compared entry with this formula, charge and spin**: 104.7 kJ/mol


Entry 3:
Formula: C3H6N2S2
Source: OMol25
Level of theory: the ωB97M-V functional and the def2-TZVPD basis

The geometry in XYZ format:
```
13
Properties=species:S:1:pos:R:3:lowdin_charge:R:1
C 1.57884 -0.31113 0.01925 -0.196
C 0.52499 -0.58508 -0.98364 -0.925
S -0.15308 0.95617 -1.71558 0.830
N -1.07836 1.63647 -0.47972 -0.330
C -1.50021 1.03502 0.53857 -0.407
N -1.29084 -0.28124 0.85572 -0.341
S -0.84695 -1.49781 -0.28545 0.868
H 2.43047 0.13587 -0.47512 0.076
H 1.95264 -1.20244 0.47672 0.068
H 1.23695 0.33260 0.79611 0.061
H 0.81551 -1.24032 -1.83669 0.079
H -1.97011 1.60488 1.35046 0.125
H -1.69985 -0.58300 1.73937 0.091
```

Results
**SMILES**: C[C@@H]1SN=CNS1
**HOMO-LUMO gap**: 8.32 eV
**ΔE to the lowest compared entry with this formula, charge and spin**: 114.7 kJ/mol


Entry 4:
Formula: C11H12N2O2
Source: OMol25
Level of theory: the ωB97M-V functional and the def2-TZVPD basis

The geometry in XYZ format:
```
27
Properties=species:S:1:pos:R:3:lowdin_charge:R:1
N -3.09617 1.26629 0.42157 0.057
C -2.57737 0.15489 -0.36174 -0.338
C -1.43683 0.51793 -1.25995 -0.097
C -0.16809 0.86014 -0.53755 -0.182
C 0.24133 2.04889 -0.13795 -0.059
N 1.39459 1.97012 0.68211 0.086
C 1.96527 0.74685 0.33884 -0.239
C 3.19888 0.30379 0.74179 -0.013
C 3.35350 -1.09104 0.50083 -0.097
C 2.49016 -1.87358 -0.29988 -0.074
C 1.19244 -1.34426 -0.66449 -0.015
C 0.97093 -0.02271 -0.32029 -0.133
C -2.27716 -1.00053 0.55611 -0.473
O -2.47203 -1.17017 1.75751 0.091
O -1.96727 -2.13006 -0.07053 0.105
H -3.78810 0.73489 0.99090 0.093
H -2.41591 1.53591 1.13266 0.078
H -3.41652 -0.07784 -1.04371 0.166
H -1.74773 1.42308 -1.74095 0.119
H -1.23883 -0.29663 -1.97143 0.131
H -0.36112 2.94177 -0.14088 0.125
H 2.09646 2.69911 0.78551 0.148
H 4.01139 0.83019 1.24843 0.112
H 4.32723 -1.54415 0.70462 0.093
H 2.74548 -2.86130 -0.66320 0.089
H 0.48392 -1.94845 -1.22176 0.100
H -1.50846 -2.67314 0.57345 0.126
```

Results
**SMILES**: N[C@@H](Cc1c[nH]c2ccccc12)C(=O)O
**HOMO-LUMO gap**: 9.00 eV
**ΔE to the lowest compared entry with this formula, charge and spin**: 144.8 kJ/mol


Entry 5:
Formula: C14H14N3O2TaTe
Source: OMol25
Level of theory: the ωB97M-V functional and the def2-TZVPD basis

The geometry in XYZ format:
```
35
Properties=species:S:1:pos:R:3:lowdin_charge:R:1
Ta 0.00332 -0.13866 0.03177 1.518
O -1.87679 -3.72308 1.30757 0.504
C -2.11818 -3.04876 0.50993 0.109
N 0.04213 -1.32143 1.19567 -0.157
C 1.42621 -2.05668 1.65700 -0.335
O 1.60595 -2.75249 2.49467 0.351
C 2.46644 -1.57844 0.64581 -0.106
C 3.83051 -1.61857 0.87589 0.099
C 4.54616 -0.90697 0.00106 0.064
C 4.03511 -0.31757 -1.16291 0.092
C 2.63738 -0.28315 -1.27572 -0.061
N 1.85457 -0.81733 -0.35030 -0.124
C -2.66038 -2.03490 -0.39479 -0.152
C -3.98447 -2.04463 -0.87655 0.122
C -4.50828 -0.92993 -1.51347 0.095
C -3.71735 0.18192 -1.60947 0.011
C -2.41816 0.14875 -1.34459 -0.114
N -1.87733 -1.00115 -0.78927 -0.055
H 4.16503 -2.23032 1.67592 0.164
H 5.58225 -0.72333 0.13886 0.155
H 4.69644 0.16069 -1.85443 0.150
H 2.18232 0.42434 -1.98518 0.147
H -4.53373 -3.02064 -0.79251 0.192
H -5.45753 -1.07106 -1.98156 0.165
H -4.23625 1.05261 -2.11256 0.192
H -1.91270 1.14218 -1.66269 0.169
C -1.38456 3.71378 0.18122 -0.363
Te -0.62954 2.33624 1.54484 1.369
C 1.50335 2.60804 1.81515 -0.343
H -1.44419 4.57642 0.71565 -0.005
H -2.41258 3.39717 -0.08884 0.047
H -0.80629 3.82074 -0.67958 0.014
H 1.62900 3.46578 2.50976 0.058
H 1.93029 2.91941 0.88295 0.012
H 1.84186 1.67102 2.29072 0.019
```

Results
**Total charge**: +4
**HOMO-LUMO gap**: 7.05 eV


Entry 6:
Formula: H27O14
Source: OMol25
Level of theory: the ωB97M-V functional and the def2-TZVPD basis

The geometry in XYZ format:
```
41
Properties=species:S:1:pos:R:3:lowdin_charge:R:1
O 0.83673 -0.86822 2.04798 -0.097
H 2.28764 -1.86229 -1.03578 -0.031
O 2.16193 -0.60228 -1.87815 -0.256
H 0.83574 -1.59834 1.39787 0.059
H -0.04754 -2.82222 -2.34393 0.056
O 0.52232 1.70590 2.75016 -0.083
H 1.15800 -3.94032 -2.19566 0.009
H 0.37657 0.34067 -2.72698 0.066
O 0.20064 1.30888 -2.54740 -0.115
H 2.68803 0.04104 -3.91083 -0.008
H 0.83930 1.66812 -1.88636 0.053
O 2.98631 0.92919 -4.05830 -0.105
H -2.56317 2.43002 -2.14313 0.018
H 1.58052 0.01988 -0.99992 -0.015
O 1.10618 0.77413 -0.18754 -0.232
H 3.35343 -2.75416 -0.39864 0.004
H -2.19059 -0.62223 2.56475 0.048
O -2.13205 2.57970 -2.99063 -0.091
H 1.95074 -0.30303 3.69656 0.000
H 0.24946 0.52335 -0.52833 -0.010
O 0.27420 -3.76770 -2.54691 -0.112
H 0.07957 1.25612 3.46706 0.003
H -2.40987 -1.73401 -2.79175 0.050
O 1.77413 0.41331 4.28784 -0.092
H 2.16701 1.29702 4.11754 0.063
H 0.25401 1.33808 1.90186 0.008
O -2.66555 2.07396 3.69055 -0.097
H -2.24768 1.26606 4.00631 -0.014
H -2.06865 2.53065 3.04230 0.052
O -1.62580 -0.35510 3.32251 -0.072
H -1.47264 1.87008 -2.97666 -0.023
H -2.33024 -1.34182 -1.24115 0.019
O 2.41410 -2.72785 -0.50963 -0.123
H -3.25019 0.25734 1.60138 -0.045
H -0.82969 -0.89578 3.14924 0.041
O -2.74124 -1.13272 -2.08421 -0.068
H 2.35367 1.71092 -3.81832 0.098
H 1.15378 -0.17575 1.43876 0.011
O -3.74050 0.30917 0.81941 -0.013
H 2.90975 -0.28515 -2.40162 0.002
H -4.19836 1.14539 0.89976 0.045
```

Results
**Total charge**: -1
**HOMO-LUMO gap**: 9.49 eV
**ΔE to the lowest compared entry with this formula, charge and spin**: 308.1 kJ/mol


Number 1: E_HOMO -14.330 eV, largest force on an atom 3.36 eV Å⁻¹, total energy -1453.88145 hartree. Number 2: E_HOMO -9.284 eV, largest force on an atom 0.42 eV Å⁻¹, total energy -325.89769 hartree. Number 3: E_HOMO -7.723 eV, largest force on an atom 1.45 eV Å⁻¹, total energy -1023.75923 hartree. Number 4: E_HOMO -8.298 eV, largest force on an atom 3.60 eV Å⁻¹, total energy -686.34875 hartree. Number 5: E_HOMO -22.747 eV, largest force on an atom 6.74 eV Å⁻¹, total energy -1179.83354 hartree. Number 6: E_HOMO -6.970 eV, largest force on an atom 3.42 eV Å⁻¹, total energy -1069.56970 hartree.